{
  "formula": "CH3NO",
  "method": "ωB97M-V with the def2-TZVPD basis set",
  "elements": ["O", "N", "C", "H", "H", "H"],
  "xyz": [[-0.902, -0.724, 0.095], [-0.200, 0.437, 0.249], [0.976, 0.505, -0.208], [1.430, -0.248, -0.843], [1.639, 1.384, -0.177], [-0.311, -1.432, -0.236]],
  "smiles": "C=NO",
  "e_above_lowest_kcal_mol": 59.7,
  "orbital_gap_ev": 11.315
}

=====

{
  "formula": "CH3NO",
  "method": "ωB97M-V with the def2-TZVPD basis set",
  "elements": ["O", "N", "C", "H", "H", "H"],
  "xyz": [[-0.750, 0.394, 1.582], [-0.269, -0.139, -0.624], [-0.172, 0.215, 0.590], [-1.049, 0.098, -1.231], [0.441, -0.546, -1.085], [1.799, -0.022, 0.768]],
  "e_above_lowest_kcal_mol": 80.4,
  "orbital_gap_ev": 9.045
}

=====

{
  "formula": "CH3NO2",
  "method": "ωB97M-V with the def2-TZVPD basis set",
  "elements": ["O", "O", "N", "C", "H", "H", "H"],
  "xyz": [[3.680, -4.337, 1.822], [4.189, -3.216, 3.890], [3.325, -3.334, 3.068], [2.172, -2.701, 2.917], [1.827, -1.892, 3.612], [1.406, -3.012, 2.109], [-4.308, 3.367, -8.065]],
  "total_charge": -2,
  "e_above_lowest_kcal_mol": 62.6,
  "orbital_gap_ev": 4.172
}

=====

{
  "formula": "CH3NO2",
  "method": "ωB97M-V with the def2-TZVPD basis set",
  "elements": ["O", "O", "N", "C", "H", "H", "H"],
  "xyz": [[-0.769, 0.889, 0.159], [1.599, -0.585, -0.033], [1.796, 0.581, -0.179], [-1.061, -0.283, 0.052], [-1.408, -0.980, 0.930], [0.866, 1.057, 0.063], [-1.022, -0.679, -0.993]],
  "e_above_lowest_kcal_mol": 0.0,
  "s_squared": 2.0075,
  "orbital_gap_ev": [8.646, 9.752],
  "multiplicity": 3
}